274
Properties=species:S:1:pos:R:3:forces:R:3:mulliken_charge:R:1 method="wB97M-V/def2-TZVPD" charge=0 e_lumo_ha=0.011 total_energy_ev=-136203.5641 relative_energy_ev=13.158 homo_energy_ev=-8.370 multiplicity=1 smiles=COC[C@H](C)N.COC[C@H](C)N.COCCNCCOC.COCCNCCOC.COCCNCCOC.COCCNCCOC.COCCNCCOC.COCCNCCOC.COCCNCCOC.COCCNCCOC.COCCNCCOC.COCCNCCOC orbital_gap_ev=8.672
C -5.16635 2.61790 1.77351 0.38 0.53 -0.08 -0.740
O -4.70997 1.70121 2.73660 0.18 -0.85 0.17 -0.306
C -4.45218 2.08574 4.07932 0.87 0.15 -0.27 -0.834
C -3.18631 3.01916 4.17140 -0.36 -1.35 0.05 0.667
C -2.01423 2.47284 3.49144 2.60 -0.85 -3.02 -1.412
N -2.68138 3.32129 5.50430 -2.10 1.95 0.33 -0.612
H -5.43311 2.06011 0.87584 -0.48 -0.22 0.33 0.276
H -4.41355 3.30283 1.38331 0.63 0.13 0.36 0.254
H -5.96322 3.27265 2.12619 -0.44 -0.26 0.10 0.349
H -5.38083 2.41058 4.54853 -0.03 1.04 0.01 0.381
H -4.23708 1.20328 4.68191 0.26 -0.54 -0.50 0.314
H -3.49426 3.92133 3.64286 0.30 0.51 0.46 0.174
H -1.07125 3.00298 3.62502 -0.26 0.68 1.09 0.375
H -1.98350 2.59271 2.40848 -0.91 -0.49 -0.42 0.332
H -1.67451 1.45196 3.66606 -0.77 -0.35 0.35 0.298
H -3.50992 3.82925 5.77918 0.21 0.69 1.56 0.279
H -2.57651 2.59813 6.20154 -0.01 -0.77 -0.52 0.212
C -11.59178 -1.73088 -2.62659 0.02 0.37 0.33 -0.773
O -10.42082 -2.19796 -3.23178 0.57 -0.69 0.07 -0.297
C -9.53744 -1.25504 -3.80671 -0.58 -0.40 -0.43 -0.783
C -8.45835 -2.00316 -4.60004 1.58 0.46 1.61 0.414
C -7.56062 -2.80765 -3.57164 -1.84 -1.21 -0.98 -1.283
N -7.63478 -0.98804 -5.25846 0.04 0.30 -0.93 -0.761
H -11.87407 -2.43591 -1.84470 -0.05 -0.11 -0.14 0.244
H -12.41593 -1.61840 -3.33102 -0.06 -0.07 -0.22 0.271
H -11.45252 -0.76643 -2.13818 0.15 0.22 0.07 0.334
H -10.12318 -0.55825 -4.40631 0.19 0.09 -0.42 0.431
H -9.00567 -0.67474 -3.05268 -0.05 0.18 0.36 0.290
H -8.86106 -2.70004 -5.33508 -0.18 0.30 -0.03 0.385
H -7.81170 -2.57665 -2.53642 0.62 0.48 -0.01 0.268
H -6.51139 -2.87228 -3.85982 -0.01 0.54 0.31 0.427
H -7.92045 -3.83275 -3.65994 0.10 -0.34 0.17 0.325
H -7.07668 -1.40214 -5.99136 -0.25 -0.22 -0.36 0.268
H -6.90773 -0.61691 -4.66367 -0.26 0.10 0.61 0.240
C 0.60410 0.56454 7.71229 1.17 2.10 0.18 -0.714
O 0.44792 1.97727 8.07888 0.05 -0.09 0.47 -0.272
C 1.63379 2.61349 8.65777 -0.71 -0.99 -0.62 -0.347
C 1.52024 4.10749 8.79906 -0.26 1.04 -0.59 -0.898
N 1.39261 4.82025 7.52884 1.51 -0.14 -0.18 -0.397
C 2.57563 4.54839 6.60180 -1.93 -0.03 -0.30 -0.275
C 2.54442 5.46367 5.37997 0.14 -0.48 0.48 -0.705
O 3.33834 6.63148 5.54458 -2.12 0.01 0.55 -0.375
C 4.64318 6.55819 5.13449 0.85 0.60 -1.13 -0.706
H -0.30351 0.22197 7.21529 0.10 0.15 0.23 0.210
H 0.90874 -0.05611 8.55496 -0.40 -0.02 0.26 0.286
H 1.45672 0.57208 7.03327 -0.06 -0.49 -0.43 0.329
H 2.44733 2.51397 7.93919 0.34 -0.76 0.25 0.334
H 1.84107 2.15293 9.62371 0.28 -0.16 0.00 0.367
H 2.45137 4.52996 9.17671 0.10 -0.52 0.75 0.386
H 0.69454 4.45104 9.42219 0.01 -0.25 0.24 0.398
H 0.48553 4.54351 7.18137 0.18 -0.04 -1.03 0.261
H 2.50955 3.55383 6.16067 0.02 -0.43 0.24 0.217
H 3.54725 4.61868 7.09078 -0.25 0.16 0.49 0.348
H 1.48358 5.64855 5.21105 0.07 0.98 0.00 0.320
H 2.81356 4.86365 4.51070 0.65 0.20 -0.27 0.379
H 5.18773 5.67473 5.46780 0.08 -0.06 0.16 0.299
H 5.14426 7.48388 5.41755 0.08 -0.18 0.69 0.258
H 4.69813 6.65100 4.04985 0.05 -0.62 -0.47 0.288
C 3.07487 1.49879 -3.25684 0.16 0.42 -0.84 -0.738
O 2.57180 0.33170 -3.87725 0.35 -0.06 1.08 -0.377
C 1.71604 -0.35627 -2.97926 0.64 -1.36 -1.59 -0.289
C 0.26323 -0.06010 -3.18194 -1.32 1.14 1.95 -0.633
N -0.52472 -0.55428 -2.01133 -0.24 0.07 -1.09 -0.354
C -0.57919 -1.99030 -1.76667 0.90 0.51 -0.42 -0.507
C -1.55965 -2.33107 -0.68785 0.40 -0.12 0.44 -0.695
O -1.06449 -1.98723 0.64398 -0.11 0.15 -2.38 -0.264
C -2.05811 -2.28599 1.55238 -0.15 -1.26 0.95 -0.771
H 4.03657 1.70336 -3.72735 -0.28 0.50 -0.32 0.246
H 3.31794 1.45653 -2.19513 -0.30 -0.67 0.26 0.320
H 2.31334 2.26712 -3.39046 0.41 0.59 -0.01 0.276
H 2.07270 -0.23098 -1.95690 -0.38 0.23 0.21 0.372
H 1.87693 -1.40544 -3.22712 0.01 -0.30 0.16 0.170
H -0.19907 -0.26720 -4.14708 0.35 -0.86 0.04 0.280
H 0.07316 1.00986 -3.09739 0.39 0.37 -0.12 0.345
H -0.13777 -0.07045 -1.21367 -0.16 -0.17 0.30 0.245
H 0.41127 -2.40569 -1.58084 0.26 -0.17 0.74 0.314
H -0.80949 -2.53150 -2.68436 -0.69 0.27 -0.20 0.427
H -1.77236 -3.39496 -0.79261 0.12 -0.40 0.59 0.412
H -2.51706 -1.84423 -0.87350 -0.01 0.42 0.07 0.336
H -2.25876 -3.35640 1.50694 -0.17 -0.45 0.03 0.348
H -3.02689 -1.82509 1.35969 0.08 0.63 0.14 0.287
H -1.65686 -2.13197 2.55407 -0.30 0.50 0.01 0.249
C -8.78098 -3.04766 6.50119 1.23 0.64 0.99 -0.838
O -10.05935 -3.29994 6.11573 -2.63 -1.02 -1.16 -0.138
C -10.81589 -2.11663 5.91562 -0.54 0.80 -0.38 -0.390
C -12.16042 -2.29388 5.24006 -1.02 -0.60 -0.13 -0.975
N -13.05117 -3.19414 6.02359 0.43 -0.44 0.21 -0.316
C -13.61768 -2.57716 7.26257 0.28 -0.73 0.40 -0.322
C -14.14500 -3.55926 8.42536 0.92 -0.13 -0.78 -0.602
O -13.16131 -4.02626 9.40542 0.08 0.13 -1.91 -0.392
C -12.00078 -4.74221 8.88378 -0.70 -0.19 0.67 -0.583
H -8.84010 -2.47753 7.42831 0.53 0.76 0.02 0.330
H -8.25702 -2.54841 5.68613 0.42 0.35 0.24 0.311
H -8.20681 -3.92058 6.81174 -0.44 -0.51 -0.50 0.229
H -10.29376 -1.40318 5.27808 0.59 0.20 0.27 0.401
H -11.09199 -1.67219 6.87184 0.74 0.27 0.35 0.317
H -12.08183 -2.55314 4.18426 0.31 -1.31 0.06 0.338
H -12.69261 -1.37125 5.00852 0.23 0.73 1.07 0.418
H -12.37194 -3.86705 6.34908 -0.24 -0.62 -0.08 0.136
H -14.42418 -1.95119 6.88073 -0.15 0.15 0.56 0.438
H -12.84177 -1.98251 7.74470 -0.19 0.50 0.23 0.210
H -14.65595 -4.41196 7.97821 0.18 -0.26 -0.25 0.319
H -14.91389 -3.08206 9.03298 0.28 0.40 -0.08 0.341
H -11.12322 -4.23652 9.28660 0.09 -0.07 -0.34 0.226
H -11.92412 -4.94172 7.81494 -0.25 0.93 -0.19 0.196
H -12.00535 -5.77606 9.22906 -0.15 0.01 0.71 0.348
C 2.88611 -4.48904 5.08427 1.52 0.27 -2.24 -0.627
O 3.87159 -3.96524 4.10827 -0.05 0.81 -0.71 -0.341
C 3.60067 -4.27491 2.66690 0.31 0.70 0.48 -0.643
C 4.42339 -3.37446 1.61431 -0.08 -2.31 1.40 -0.640
N 5.80634 -3.88457 1.74592 0.76 1.52 0.29 -0.395
C 6.86181 -2.99348 1.19044 -0.11 -0.27 0.11 -0.687
C 8.24680 -3.48851 1.56777 -0.92 -0.85 0.74 -0.601
O 8.30290 -3.41784 3.02215 0.97 -0.16 -0.96 -0.271
C 9.62258 -3.36964 3.55235 0.31 0.67 -0.74 -0.828
H 2.85700 -5.51427 4.71529 -1.35 -0.22 0.64 0.306
H 2.01898 -3.82930 5.05361 -0.46 -0.65 -0.24 0.215
H 3.24978 -4.47947 6.11177 0.62 0.17 -0.31 0.230
H 2.53922 -4.20155 2.43018 -0.17 0.14 0.27 0.529
H 3.92403 -5.30556 2.52098 -0.03 -0.08 -0.16 0.316
H 4.19601 -2.31722 1.75072 0.45 0.23 0.27 0.347
H 4.14781 -3.66094 0.59936 -0.66 0.05 0.05 0.378
H 5.99907 -3.84075 2.73640 0.07 -0.40 0.43 0.302
H 6.79602 -1.99449 1.62146 -0.31 0.42 -0.35 0.323
H 6.78891 -3.00388 0.10293 -0.11 0.34 -0.08 0.446
H 9.06460 -2.99901 1.03890 0.00 0.69 0.38 0.459
H 8.28374 -4.51395 1.20004 0.23 -0.50 0.46 0.280
H 9.58732 -3.27349 4.63753 -0.13 -0.36 -0.17 0.252
H 10.18195 -2.51717 3.16698 -0.35 0.84 0.05 0.317
H 10.31685 -4.12899 3.19250 -0.52 -1.04 0.36 0.331
C 0.91035 -3.61884 -7.64244 0.33 0.63 0.66 -0.755
O 0.80226 -4.54657 -6.59818 -0.76 -1.04 0.34 -0.281
C 1.78057 -5.57199 -6.67827 0.73 0.57 2.21 -0.633
C 1.79259 -6.55579 -5.40370 0.42 1.27 -2.37 -0.746
N 0.47807 -7.08316 -5.10216 1.73 -1.25 -0.85 -0.268
C 0.35530 -7.37237 -3.70141 -2.06 -0.04 1.10 -0.491
C -0.84171 -8.21209 -3.20824 0.53 0.94 -0.60 -0.748
O -2.06365 -7.48081 -3.26524 0.61 0.50 2.32 -0.314
C -2.67120 -7.23245 -4.48569 0.73 -1.81 -1.28 -0.515
H 0.31575 -2.74484 -7.37656 -0.24 -0.15 -0.04 0.218
H 0.59033 -3.99267 -8.61503 0.15 -0.20 -0.09 0.284
H 1.94287 -3.26978 -7.63045 0.24 0.10 -0.64 0.335
H 2.73954 -5.06311 -6.58080 0.48 0.02 -0.22 0.408
H 1.79773 -6.04062 -7.66223 -0.46 -0.56 0.12 0.382
H 2.36652 -6.21962 -4.54017 -0.80 1.46 0.49 0.391
H 2.63428 -7.17152 -5.72077 -0.62 -1.70 -0.57 0.275
H -0.20553 -6.47110 -5.52428 -0.02 0.04 0.62 0.327
H 0.20272 -6.43081 -3.17389 0.46 0.23 0.54 0.328
H 1.14411 -7.94419 -3.21265 0.90 0.38 -0.85 0.407
H -0.57741 -8.42247 -2.17190 -0.65 0.51 0.38 0.342
H -0.80463 -9.22496 -3.60926 -0.75 -0.05 -0.92 0.388
H -2.87425 -8.26236 -4.77924 -1.05 0.14 -1.09 0.310
H -1.99693 -6.85113 -5.25254 0.05 0.29 0.08 0.135
H -3.54516 -6.58143 -4.46438 0.07 -0.26 0.66 0.223
C -12.95726 -8.89996 4.86928 -0.16 -0.73 -1.15 -0.753
O -12.59178 -9.61154 3.63250 -0.10 1.25 0.72 -0.399
C -12.68931 -8.81451 2.39661 0.18 -1.33 1.95 -0.804
C -11.58839 -7.74593 2.30087 -1.62 -1.59 0.89 -0.103
N -10.32645 -8.34580 1.95008 0.18 0.12 -0.40 -0.391
C -9.17762 -7.54475 2.28277 0.60 0.21 -0.38 -0.769
C -8.26738 -8.19813 3.30874 -0.79 0.44 0.25 -0.645
O -8.87587 -8.27860 4.62903 0.18 0.64 -1.83 -0.157
C -8.07207 -8.91162 5.56462 0.00 -0.17 1.14 -0.867
H -13.69545 -9.51106 5.38863 0.35 -0.37 0.18 0.318
H -13.50605 -7.97005 4.72034 0.27 0.29 -0.54 0.366
H -12.08104 -8.70203 5.48667 0.01 -0.11 -0.06 0.192
H -13.71385 -8.44466 2.43681 0.10 0.57 -0.54 0.460
H -12.60518 -9.61343 1.65989 0.05 0.41 -0.42 0.333
H -11.52559 -7.35238 3.31541 -0.17 0.73 0.05 0.278
H -12.04561 -7.03353 1.61419 0.95 0.43 -0.30 0.255
H -10.12361 -9.17662 2.48736 -1.17 -0.46 0.00 0.297
H -9.40553 -6.51104 2.54276 -0.32 -0.02 0.40 0.342
H -8.56075 -7.44011 1.39023 0.31 0.02 -0.18 0.389
H -7.38663 -7.56444 3.20477 0.56 -0.16 1.02 0.372
H -8.02464 -9.20711 2.97538 0.16 -0.20 -0.02 0.381
H -7.92109 -9.97790 5.39626 0.31 -0.12 -0.58 0.345
H -8.58936 -8.89992 6.52398 -0.21 0.29 0.02 0.237
H -7.13362 -8.38041 5.72341 0.31 -0.13 -0.18 0.322
C -1.41005 9.32015 1.16552 1.97 1.18 0.21 -0.889
O -2.53867 8.75878 0.68826 -0.65 -2.04 0.04 -0.224
C -3.67777 9.44717 0.94520 -2.56 1.86 -0.59 -0.415
C -4.89312 8.58796 0.67563 -0.07 -0.34 -0.60 -0.860
N -5.04468 8.16315 -0.71116 0.36 -1.60 1.13 -0.223
C -3.98370 7.28493 -1.22771 0.13 1.70 -0.14 -0.294
C -4.55773 6.24438 -2.06807 -1.44 -1.56 -1.99 -0.684
O -3.50030 5.57747 -2.74796 -0.43 0.70 0.31 -0.301
C -3.75733 4.36215 -3.38138 1.20 -0.40 -0.41 -0.761
H -0.63311 9.01504 0.46454 0.46 0.04 0.48 0.254
H -1.17561 9.09085 2.20502 0.07 -0.60 0.13 0.297
H -1.45182 10.40930 1.17543 -0.07 0.39 -0.38 0.367
H -3.68800 10.29296 0.25771 -0.19 0.55 -0.13 0.355
H -3.85061 9.87597 1.93230 0.79 -0.16 0.65 0.420
H -5.85428 8.95295 1.03764 0.21 0.82 -0.09 0.445
H -4.72715 7.76377 1.36936 -0.09 -0.86 -0.48 0.247
H -5.42513 8.78104 -1.41369 0.22 0.28 0.54 0.231
H -3.29739 6.87779 -0.48521 -0.48 0.16 0.26 0.312
H -3.36806 7.88472 -1.89805 0.55 -0.05 -0.01 0.169
H -5.25641 6.64819 -2.80079 0.28 0.91 -0.70 0.309
H -5.33692 5.61773 -1.63418 0.71 -0.91 1.15 0.401
H -3.72857 3.56852 -2.63478 -0.47 -0.34 -0.18 0.268
H -2.91126 4.22487 -4.05475 0.41 -0.23 0.25 0.261
H -4.55737 4.27290 -4.11628 -0.90 0.45 0.59 0.316
C 3.07734 11.40737 -3.89169 -0.88 0.37 -0.12 -0.777
O 3.66423 11.20888 -5.17270 1.04 -0.12 0.64 -0.311
C 5.07050 11.54302 -5.15856 1.22 -1.30 -0.31 -0.823
C 5.93600 10.48265 -6.01324 -0.35 0.09 0.51 -0.309
N 6.35463 9.18059 -5.34888 -0.26 1.75 -0.76 -0.464
C 6.96596 8.25684 -6.35606 -3.58 -0.81 0.04 -0.484
C 5.78141 7.69290 -7.34297 0.19 0.50 0.57 -0.613
O 4.74611 6.90789 -6.64225 2.59 0.03 -0.36 -0.336
C 3.49045 7.46241 -6.48001 -0.68 1.27 -0.08 -0.521
H 2.11170 10.91583 -3.77326 0.26 -0.97 -0.51 0.262
H 2.69463 12.42080 -3.77082 0.83 0.65 0.12 0.301
H 3.73632 11.10268 -3.07865 0.00 0.12 -0.01 0.359
H 5.47981 11.61465 -4.15088 -0.23 -0.68 0.41 0.373
H 5.26629 12.56876 -5.47101 -0.34 0.01 -0.90 0.393
H 6.86959 10.88502 -6.40641 -0.09 0.63 0.23 0.436
H 5.32115 10.27937 -6.89002 -0.18 0.01 -0.16 0.204
H 5.46199 8.83977 -5.02155 0.13 -0.91 0.19 0.232
H 7.30175 7.36174 -5.83248 0.37 0.21 0.05 0.267
H 7.77388 8.75159 -6.89514 -0.15 -0.07 -0.05 0.372
H 6.19111 7.11722 -8.17293 0.17 -0.66 0.41 0.426
H 5.31607 8.51039 -7.89366 -0.27 0.31 0.37 0.308
H 3.01372 7.67818 -7.43618 -0.29 -0.38 -0.26 0.314
H 3.48216 8.43390 -5.98581 0.35 0.31 0.28 0.107
H 2.86634 6.83136 -5.84726 0.16 -0.36 -0.31 0.285
C 13.30105 -5.05926 -7.06852 0.09 0.65 -0.22 -0.627
O 13.63809 -4.19160 -5.97361 0.86 -1.42 -1.00 -0.370
C 12.64174 -3.33948 -5.50453 0.00 0.38 2.38 -0.637
C 11.67488 -4.03699 -4.51648 0.29 -0.02 -1.96 -0.559
N 10.61351 -4.64881 -5.29612 -1.85 0.51 2.64 -0.132
C 9.75001 -5.30672 -4.29038 -2.07 -1.87 -2.07 -0.924
C 8.28364 -5.56142 -4.83671 0.00 2.12 0.16 -0.447
O 7.43429 -4.41799 -4.47010 -0.01 -1.59 1.15 -0.354
C 7.65482 -3.13188 -4.90935 -0.03 1.87 -0.43 -0.685
H 13.16420 -4.40622 -7.93045 -0.98 -0.17 -0.19 0.302
H 12.52036 -5.78374 -6.83665 -0.55 0.49 -0.07 0.195
H 14.06789 -5.73241 -7.45186 0.98 0.36 0.96 0.275
H 12.09587 -2.73162 -6.22608 -0.17 -0.50 -0.58 0.369
H 13.17829 -2.59868 -4.91172 0.28 0.09 0.00 0.345
H 11.20724 -3.36713 -3.79488 -0.06 0.57 -0.34 0.441
H 12.14233 -4.77316 -3.86253 0.82 -0.18 -0.17 0.327
H 10.78963 -5.16481 -6.14631 0.30 -0.15 0.56 0.204
H 9.58136 -4.82990 -3.32482 0.34 1.11 -0.44 0.389
H 10.13480 -6.26136 -3.93164 0.41 -0.52 -0.33 0.557
H 7.78381 -6.44931 -4.44952 0.14 0.26 0.67 0.239
H 8.12326 -5.66795 -5.90957 0.98 0.01 -0.39 0.311
H 8.63228 -2.65075 -4.87510 0.95 -1.14 -0.54 0.210
H 7.21979 -2.36931 -4.26334 -1.02 -0.62 0.69 0.299
H 7.16975 -2.91939 -5.86206 0.29 -0.24 -0.48 0.272
C 10.39079 2.37622 -4.14306 0.45 0.72 0.80 -0.676
O 10.69553 3.78128 -4.19512 1.02 -0.68 0.24 -0.311
C 11.92610 4.16692 -3.52360 -2.49 -0.41 2.13 -0.633
C 11.71268 4.39511 -1.90548 -0.78 0.84 -1.40 -0.653
N 10.45859 5.09708 -1.47277 2.45 -1.47 -1.00 -0.286
C 10.39496 6.55717 -1.65856 -0.24 -1.86 1.34 -0.689
C 10.92881 7.32947 -0.44446 -1.62 0.76 -0.35 -0.476
O 10.23998 6.87502 0.73470 1.87 -0.23 0.37 -0.350
C 10.83649 7.41897 1.93988 -1.12 0.22 -0.91 -0.744
H 10.56752 1.96780 -3.14803 -0.10 0.15 0.39 0.277
H 11.04525 1.77927 -4.77821 -0.14 0.13 -0.55 0.275
H 9.32849 2.24359 -4.34810 0.20 0.07 -0.33 0.250
H 12.23219 5.08206 -4.03049 0.21 -0.12 0.24 0.371
H 12.68813 3.38813 -3.49401 0.18 -0.04 -0.77 0.368
H 12.63877 4.92200 -1.67564 0.23 0.33 0.47 0.270
H 11.73699 3.46874 -1.33160 0.04 -0.25 -0.44 0.460
H 10.29864 4.82216 -0.51416 -0.21 0.38 0.10 0.263
H 9.30703 6.53905 -1.72325 -0.04 1.84 -0.40 0.317
H 10.94515 6.81096 -2.56464 -0.45 0.23 -0.07 0.335
H 10.61483 8.36848 -0.54433 0.10 0.41 -0.32 0.427
H 12.01739 7.37810 -0.41731 0.20 -0.69 0.50 0.353
H 10.69179 8.49909 1.91751 -0.09 0.24 0.17 0.298
H 11.91062 7.27245 2.05337 0.03 -0.56 -0.20 0.305
H 10.26042 7.00121 2.76554 0.28 -0.01 0.01 0.247